Entry 1:
This record from OMol25 describes 2 unconnected molecules or ions with the total composition C31H42BBr2N2O7 in a non-equilibrium geometry. The level of theory is wB97M-V/def2-TZVPD.

Geometry as ORCA input:
```
! wB97M-V def2-TZVPD RIJCOSX def2/J DEFGRID3
* xyz -1 1
C 1.953 -4.796 0.838
C 2.994 -3.537 0.634
C 2.476 -2.124 1.328
C 2.112 -1.107 0.096
C 0.608 -1.201 -0.549
C 0.032 -0.261 -1.762
C 1.055 0.846 -2.405
B 0.458 1.804 -3.618
C 0.392 1.078 -5.129
O -0.030 3.192 -3.443
C 2.614 0.965 -1.812
C 3.555 2.105 -2.571
C 3.219 3.651 -2.079
O 3.043 3.787 -0.623
C 4.254 4.291 0.043
C 4.543 5.901 -0.199
C 3.172 0.011 -0.556
C 4.706 0.170 0.059
Br 4.541 1.010 1.911
C 5.547 -1.235 0.128
C 7.133 -0.810 0.444
Br 5.617 -2.239 -1.627
C -1.531 -0.647 -2.067
O -2.416 0.142 -2.681
N -1.638 -2.017 -1.437
C -2.988 -2.466 -0.926
C -4.191 -2.468 -2.040
C -5.623 -1.906 -1.386
N -5.615 -0.416 -1.121
C -5.345 -0.077 0.329
C -6.364 1.027 0.986
C -6.899 2.406 0.223
C -7.910 3.495 0.954
C -8.495 3.291 2.484
C -7.959 1.919 3.277
C -6.921 0.841 2.552
O -6.502 -0.308 3.373
C -0.683 -2.159 -0.232
O -0.835 -2.864 0.897
H 1.518 -4.899 1.920
H 2.590 -5.781 0.624
H 1.119 -4.760 -0.010
H 4.014 -3.843 1.149
H 3.150 -3.412 -0.532
H 1.504 -2.356 1.937
H 3.278 -1.641 2.030
H 0.686 1.881 -5.931
H -0.729 0.758 -5.265
H 1.094 0.123 -5.135
H 0.078 3.470 -2.486
H 3.455 2.046 -3.759
H 4.715 1.955 -2.361
H 4.142 4.306 -2.454
H 2.270 4.115 -2.597
H 4.150 4.157 1.216
H 5.228 3.700 -0.306
H 3.989 6.328 -1.155
H 4.335 6.566 0.755
H 5.717 5.985 -0.397
H 5.373 0.934 -0.551
H 5.244 -1.938 1.039
H 7.895 -1.664 0.159
H 7.206 -0.706 1.631
H 7.418 0.241 0.014
H -2.861 -3.600 -0.574
H -3.214 -1.856 0.049
H -4.422 -3.608 -2.310
H -3.930 -1.950 -3.057
H -6.442 -2.089 -2.234
H -5.858 -2.575 -0.453
H -4.963 0.087 -1.770
H -4.236 0.361 0.366
H -5.302 -1.053 1.011
H -6.494 2.577 -0.877
H -8.224 4.440 0.340
H -9.216 4.026 3.045
H -8.338 1.756 4.374
H -5.609 -0.057 3.761
C 0.801 -2.491 5.363
C 1.477 -3.803 5.005
O 2.587 -3.693 4.413
O 0.839 -4.838 5.347
H 1.400 -1.633 5.042
H -0.177 -2.432 4.875
H 0.661 -2.429 6.447
*
```

Summary:
E_LUMO, eV: 0.508
Max |F|, eV/Å: 8.71
HOMO, eV: -4.221
Molar mass, Da: 725.30

Mulliken population analysis, charges in e, atoms 1 to 2:
1. C -0.86
2. C -0.32

Entry 2:
This record from OMol25 describes a molecular structure, C31H42BrMgN3P2 in a non-equilibrium geometry. The level of theory is wB97M-V/def2-TZVPD.

Geometry as ORCA input:
```
! wB97M-V def2-TZVPD RIJCOSX def2/J DEFGRID3
* xyz 2 1
C -1.545 5.824 -2.795
C -1.731 4.599 -3.475
C -1.789 4.654 -4.878
C -1.332 5.816 -5.527
N -0.981 6.908 -4.856
C -1.126 6.947 -3.524
C -1.861 3.326 -2.781
C -1.585 2.540 -1.807
C -1.079 1.882 -0.659
C 0.229 2.147 -0.162
C 0.865 1.209 0.646
C 0.144 0.109 1.111
C -1.227 -0.012 0.839
C -1.860 0.906 0.005
Mg -2.956 1.522 -2.891
P 2.882 -2.033 1.399
H -2.102 3.778 -5.450
H -1.658 5.892 -1.712
H -1.222 5.813 -6.620
H -0.864 7.891 -3.029
H -2.946 0.814 -0.131
H 0.746 3.056 -0.510
H -1.791 -0.806 1.306
H 1.907 1.381 0.938
C 3.019 -3.597 2.271
C 3.788 -4.708 1.548
H 1.984 -3.921 2.474
H 3.479 -3.388 3.250
H 3.881 -5.572 2.213
H 3.261 -5.048 0.649
H 4.805 -4.400 1.276
C 2.638 -2.166 -0.376
C 3.543 -1.272 -1.243
H 1.568 -1.961 -0.587
H 2.799 -3.223 -0.651
H 3.316 -1.467 -2.301
H 3.353 -0.205 -1.047
H 4.611 -1.500 -1.101
C 3.988 -0.713 1.935
C 5.476 -1.091 1.916
H 3.679 -0.433 2.957
H 3.804 0.177 1.308
H 6.066 -0.218 2.229
H 5.696 -1.907 2.623
H 5.813 -1.376 0.907
Br 0.867 -1.137 2.317
P -2.948 -2.211 -1.862
C -1.176 -2.595 -1.569
C -0.888 -4.104 -1.701
H -0.942 -2.252 -0.550
H -0.570 -2.009 -2.278
H 0.197 -4.269 -1.769
H -1.249 -4.667 -0.824
H -1.355 -4.533 -2.601
C -3.609 -2.173 -0.163
C -4.677 -3.254 0.066
H -4.003 -1.167 0.036
H -2.759 -2.367 0.510
H -4.875 -3.344 1.138
H -5.624 -3.007 -0.422
H -4.351 -4.236 -0.295
C -2.947 -0.658 -2.789
C -3.237 -1.033 -4.260
H -1.930 -0.205 -2.638
H -3.813 -0.056 -2.349
H -3.569 -0.187 -4.879
H -2.357 -1.487 -4.734
H -4.036 -1.789 -4.270
N 3.099 1.568 6.927
C 2.159 1.789 6.265
C 1.001 2.048 5.443
C -0.221 2.434 6.004
C -1.319 2.635 5.167
C -1.137 2.423 3.788
N 0.030 2.071 3.278
C 1.082 1.893 4.051
H -0.298 2.578 7.079
H -2.290 2.942 5.538
H -1.965 2.556 3.091
H 2.025 1.628 3.570
*
```

Summary:
E_LUMO (spin up / spin down), eV: -6.684 / -6.320
Relative energy (zero: lowest compared OMol25 entry of this formula, charge and spin), kcal per mole: 104.3
Max |F|, eV/Å: 3.44
HOMO (spin up / spin down), eV: -11.663 / -11.926
Molar mass, Da: 622.86

Mulliken population analysis, charges in e, atoms 1 to 2:
1. C -0.44
2. C 0.93

Entry 3:
This record from OMol25 describes a molecular structure, C31H42BrN3P2Zn in a non-equilibrium geometry. The level of theory is wB97M-V/def2-TZVPD.

Geometry as ORCA input:
```
! wB97M-V def2-TZVPD RIJCOSX def2/J DEFGRID3
* xyz 2 1
C 5.326 -3.641 4.949
C 5.316 -2.649 3.950
C 6.553 -2.109 3.558
C 7.726 -2.559 4.180
N 7.708 -3.494 5.129
C 6.550 -4.029 5.513
C 4.083 -2.177 3.357
C 3.046 -1.725 2.902
C 1.819 -1.218 2.432
C 0.805 -2.131 2.107
C -0.392 -1.646 1.578
C -0.480 -0.284 1.344
C 0.432 0.650 1.782
C 1.641 0.169 2.295
Zn -1.962 0.149 0.135
P -1.704 -1.191 -1.704
H 6.610 -1.342 2.790
H 4.404 -4.102 5.295
H 8.697 -2.144 3.895
H 6.583 -4.793 6.296
H 2.443 0.853 2.580
H 0.966 -3.201 2.251
H 0.247 1.723 1.713
H -1.190 -2.350 1.332
C -2.867 -0.454 -2.922
C -2.420 -0.453 -4.382
H -3.026 0.580 -2.570
H -3.830 -0.975 -2.809
H -3.230 -0.052 -5.006
H -1.543 0.186 -4.543
H -2.192 -1.461 -4.750
C 0.018 -0.773 -2.195
C 0.983 -1.930 -2.429
H 0.386 -0.163 -1.352
H -0.016 -0.106 -3.068
H 1.978 -1.521 -2.651
H 1.085 -2.565 -1.540
H 0.686 -2.555 -3.281
C -1.914 -3.011 -1.705
C -2.140 -3.679 -3.065
H -2.769 -3.223 -1.043
H -1.029 -3.445 -1.215
H -2.228 -4.765 -2.927
H -3.068 -3.342 -3.543
H -1.308 -3.513 -3.761
Br -2.313 2.490 0.564
P 1.260 4.099 -1.414
C 0.814 2.707 -2.523
C 0.744 3.239 -3.957
H -0.150 2.305 -2.175
H 1.578 1.923 -2.422
H 0.894 2.430 -4.682
H -0.228 3.707 -4.154
H 1.519 3.998 -4.132
C -0.321 4.537 -0.635
C -0.421 5.951 -0.087
H -0.454 3.797 0.176
H -1.097 4.359 -1.391
H -1.449 6.131 0.248
H 0.249 6.098 0.766
H -0.176 6.683 -0.862
C 2.245 3.253 -0.108
C 3.721 3.604 -0.335
H 2.062 2.170 -0.172
H 1.888 3.611 0.869
H 4.316 3.366 0.553
H 4.131 3.048 -1.186
H 3.836 4.674 -0.552
N -9.057 -0.951 2.657
C -7.949 -0.867 2.288
C -6.582 -0.740 1.840
C -5.788 0.314 2.288
C -4.480 0.409 1.826
N -3.961 -0.439 0.921
C -4.714 -1.467 0.500
C -6.022 -1.655 0.946
H -6.169 1.085 2.954
H -3.847 1.240 2.148
H -4.265 -2.154 -0.226
H -6.600 -2.492 0.565
*
```

Summary:
E_LUMO (spin up / spin down), eV: -8.762 / -8.901
Relative energy (zero: lowest compared OMol25 entry of this formula, charge and spin), kcal per mole: 0.0
Max |F|, eV/Å: 3.13
HOMO (spin up / spin down), eV: -13.330 / -13.462
Molar mass, Da: 663.94

Mulliken population analysis, charges in e, atoms 1 to 2:
1. C -0.43
2. C 0.64

Entry 4:
This record from OMol25 describes a molecular structure, C31H42Cl44NO4PSi3 in a non-equilibrium geometry. The level of theory is wB97M-V/def2-TZVPD.

Geometry as ORCA input:
```
! wB97M-V def2-TZVPD RIJCOSX def2/J DEFGRID3
* xyz 0 1
C -6.949 2.461 -3.348
C -5.654 2.460 -4.248
O -4.542 2.666 -3.359
C -3.462 3.317 -4.026
C -2.480 3.791 -2.916
O -1.221 4.175 -3.544
Si -0.327 4.862 -2.249
O 1.276 5.098 -2.762
Si 2.434 4.321 -1.762
C 3.499 3.045 -2.683
C 3.093 1.603 -2.164
C 3.170 0.486 -3.254
C 2.594 -0.909 -2.807
C 2.763 -1.150 -1.263
C 4.260 -1.246 -0.796
C 4.430 -1.682 0.702
C 3.390 -1.038 1.691
Si 3.782 0.742 2.242
C 2.736 2.072 1.330
C 5.615 1.249 2.009
C 3.472 0.803 4.139
C 2.604 -0.188 4.772
C 2.336 -0.235 6.186
C 2.954 0.748 7.048
C 3.815 1.745 6.452
C 4.076 1.784 5.028
P 3.628 5.841 -0.631
N 4.463 5.085 0.691
O 2.422 6.803 0.122
H -7.818 2.139 -3.962
H -6.738 1.785 -2.485
H -7.046 3.491 -2.934
H -5.493 1.459 -4.728
H -5.702 3.265 -5.020
H -3.781 4.225 -4.597
H -2.915 2.604 -4.695
H -2.321 3.015 -2.118
H -2.839 4.717 -2.379
H -0.472 3.912 -1.136
H -0.974 6.112 -1.804
H 1.662 3.588 -0.731
H 3.450 3.105 -3.797
H 4.565 3.210 -2.365
H 3.705 1.396 -1.253
H 2.023 1.660 -1.815
H 2.619 0.790 -4.179
H 4.242 0.328 -3.549
H 1.497 -0.946 -3.025
H 3.066 -1.782 -3.318
H 2.194 -0.411 -0.643
H 2.305 -2.149 -1.014
H 4.865 -0.331 -1.021
H 4.724 -2.062 -1.419
H 4.313 -2.798 0.745
H 5.449 -1.462 1.107
H 2.335 -1.048 1.322
H 3.390 -1.681 2.614
H 2.289 2.822 2.025
H 3.426 2.626 0.636
H 1.935 1.628 0.689
H 5.612 2.298 1.605
H 6.111 1.338 3.012
H 6.188 0.590 1.321
H 2.106 -0.967 4.149
H 1.684 -1.029 6.600
H 2.760 0.712 8.134
H 4.339 2.516 7.062
H 4.738 2.544 4.562
H 5.006 5.819 1.148
H 3.768 4.799 1.395
H 2.091 7.437 -0.531
C -1.942 -0.272 5.280
Cl -0.245 -0.019 5.732
Cl -2.963 0.948 6.065
Cl -2.091 -0.135 3.518
Cl -2.457 -1.891 5.789
C -7.730 -1.482 -2.189
Cl -7.102 -1.661 -3.837
Cl -6.397 -1.112 -1.087
Cl -8.916 -0.168 -2.146
Cl -8.509 -2.992 -1.684
C 8.207 4.035 3.750
Cl 7.564 4.129 5.399
Cl 8.958 2.451 3.499
Cl 6.885 4.250 2.590
Cl 9.415 5.307 3.513
C 5.200 -6.337 1.519
Cl 6.838 -6.684 0.941
Cl 4.166 -5.914 0.143
Cl 4.545 -7.767 2.331
Cl 5.251 -4.980 2.657
C -9.648 4.042 -5.062
Cl -9.028 5.004 -3.710
Cl -8.477 4.067 -6.391
Cl -9.900 2.372 -4.529
Cl -11.186 4.724 -5.617
C -2.978 -2.717 -0.098
Cl -4.000 -3.696 -1.165
Cl -1.415 -3.521 0.120
Cl -2.725 -1.119 -0.823
Cl -3.770 -2.536 1.478
C 3.499 -11.758 1.487
Cl 3.762 -13.495 1.712
Cl 4.594 -11.151 0.235
Cl 1.821 -11.470 0.993
Cl 3.817 -10.912 3.011
C -8.475 2.122 1.263
Cl -6.800 1.769 0.812
Cl -9.428 2.437 -0.200
Cl -9.157 0.739 2.132
Cl -8.514 3.553 2.307
C -11.790 -1.736 0.438
Cl -12.812 -2.736 -0.608
Cl -10.220 -2.530 0.663
Cl -11.543 -0.154 -0.317
Cl -12.580 -1.525 2.010
C 2.799 3.966 -7.115
Cl 1.669 3.029 -8.107
Cl 4.362 3.132 -7.053
Cl 3.015 5.575 -7.825
Cl 2.152 4.127 -5.475
C 0.747 -15.455 3.889
Cl -0.342 -16.377 2.839
Cl 2.319 -16.271 3.970
Cl 0.963 -13.826 3.231
Cl 0.052 -15.351 5.515
*
```

Summary:
E_LUMO, eV: -0.043
Max |F|, eV/Å: 2.34
HOMO, eV: -8.115
Molar mass, Da: 2167.84

Mulliken population analysis, charges in e, atoms 1 to 2:
1. C 0.33
2. C -0.40